{"formula": "C36H72O9", "method": "ωB97M-V with the def2-TZVPD basis set", "elements": ["C", "C", "C", "O", "C", "H", "H", "H", "H", "H", "H", "H", "H", "C", "C", "C", "O", "C", "H", "H", "H", "H", "H", "H", "H", "H", "C", "C", "C", "O", "C", "H", "H", "H", "H", "H", "H", "H", "H", "C", "C", "C", "O", "C", "H", "H", "H", "H", "H", "H", "H", "H", "C", "C", "C", "O", "C", "H", "H", "H", "H", "H", "H", "H", "H", "C", "C", "C", "O", "C", "H", "H", "H", "H", "H", "H", "H", "H", "C", "C", "C", "O", "C", "H", "H", "H", "H", "H", "H", "H", "H", "C", "C", "C", "O", "C", "H", "H", "H", "H", "H", "H", "H", "H", "C", "C", "C", "O", "C", "H", "H", "H", "H", "H", "H", "H", "H"], "xyz": [[21.84340, 6.29203, -5.96865], [22.16766, 7.33718, -4.90641], [21.25301, 7.05318, -3.76851], [20.88457, 5.63437, -3.94983], [21.45806, 5.12516, -5.16699], [22.74113, 6.14666, -6.56951], [21.00721, 6.70195, -6.53510], [22.07717, 8.37284, -5.23401], [23.21407, 7.24111, -4.61673], [20.36517, 7.66597, -3.92449], [21.79281, 7.23662, -2.83950], [20.62321, 4.61602, -5.64856], [22.28422, 4.42741, -5.03026], [23.09095, 8.80018, -8.61286], [22.27326, 9.99033, -9.16126], [22.75801, 10.05278, -10.60885], [24.15871, 9.76444, -10.43223], [24.32278, 8.77353, -9.47698], [22.46610, 7.90789, -8.65142], [23.37887, 8.89211, -7.56560], [22.67024, 10.86131, -8.63982], [21.19271, 9.94677, -9.02487], [22.49463, 10.99682, -11.08583], [22.28955, 9.26179, -11.19448], [25.24599, 8.97958, -8.93538], [24.41189, 7.83066, -10.01657], [19.36924, 9.59755, -12.31394], [19.62768, 8.08591, -11.92276], [18.23955, 7.76615, -11.36993], [17.91581, 8.99804, -10.67623], [18.59874, 10.08311, -11.15781], [18.65710, 9.54291, -13.13733], [20.28163, 10.18314, -12.42674], [20.34768, 8.00356, -11.10856], [19.89457, 7.38139, -12.71049], [18.19446, 6.92414, -10.67921], [17.42431, 7.68794, -12.08922], [19.19969, 10.57612, -10.39368], [17.89709, 10.81896, -11.55065], [23.35700, 4.14427, -8.79816], [23.60245, 2.79362, -9.42104], [22.63158, 2.60169, -10.56240], [22.45966, 3.99311, -10.97074], [23.09491, 4.89170, -10.10583], [24.17874, 4.54223, -8.20280], [22.46911, 4.10701, -8.16700], [23.57666, 1.98979, -8.68532], [24.61187, 2.72249, -9.82616], [21.64467, 2.18848, -10.35411], [23.14711, 2.06109, -11.35617], [22.41910, 5.73154, -9.94448], [24.06400, 5.21064, -10.48956], [25.16845, 12.18298, -5.52338], [24.56398, 10.88631, -4.92945], [23.10451, 10.94093, -5.36092], [22.86327, 12.36393, -5.33339], [24.03881, 13.17458, -5.21373], [25.40686, 11.95198, -6.56159], [26.07510, 12.53033, -5.02796], [24.71849, 10.88025, -3.85047], [25.06134, 10.01912, -5.36386], [22.37159, 10.45527, -4.71666], [22.96290, 10.65737, -6.40382], [24.30584, 13.52351, -4.21621], [24.12553, 13.96351, -5.96083], [26.67458, 11.86794, -13.08119], [25.27466, 11.76756, -12.41289], [25.45823, 12.48573, -11.06925], [26.64856, 13.23128, -11.20731], [27.53411, 12.43531, -11.94384], [26.70799, 12.52593, -13.94954], [26.97803, 10.86428, -13.37899], [24.91522, 10.73919, -12.44954], [24.58748, 12.26810, -13.09505], [25.50524, 11.93051, -10.13244], [24.65940, 13.18604, -10.82521], [28.00576, 11.66421, -11.33471], [28.38623, 12.95698, -12.37956], [22.90983, 7.97283, -14.09933], [23.38250, 6.93017, -13.16414], [23.61226, 5.69843, -14.01394], [22.89518, 5.94104, -15.22724], [22.98679, 7.37239, -15.50199], [23.57469, 8.81952, -13.92850], [21.87054, 8.24985, -13.92262], [22.79287, 6.71999, -12.27181], [24.40416, 7.14040, -12.84774], [23.19820, 4.83479, -13.49358], [24.66711, 5.52574, -14.22742], [22.13482, 7.61729, -16.13624], [23.94333, 7.55018, -15.99343], [27.57543, 7.75378, -10.78976], [27.85302, 7.06784, -12.13557], [28.67813, 5.87924, -11.70554], [29.30040, 6.42688, -10.53691], [28.84607, 7.64541, -10.07603], [26.79677, 7.26187, -10.20682], [27.24522, 8.77472, -10.98145], [28.48268, 7.73508, -12.72414], [26.89199, 6.75699, -12.54534], [29.33842, 5.71132, -12.55638], [28.09033, 4.98460, -11.50012], [29.57340, 8.43552, -10.26263], [28.71153, 7.53651, -8.99986], [20.06330, 13.99913, -9.11075], [21.28297, 14.67038, -8.56133], [22.50223, 13.98382, -9.09392], [22.00173, 13.18191, -10.14142], [20.63797, 13.59320, -10.47298], [19.26268, 14.72114, -9.27141], [19.74935, 13.03357, -8.71424], [21.37762, 14.75776, -7.47896], [21.37465, 15.72284, -8.82972], [23.00191, 13.36495, -8.34866], [23.17711, 14.77154, -9.42879], [20.01432, 12.79391, -10.87334], [20.68583, 14.29905, -11.30219]], "forces_ev_per_a": [[0.626, 1.979, -0.427], [1.376, 0.667, -0.433], [-0.223, -1.267, -0.782], [0.648, 0.829, 0.640], [-1.476, -0.649, 0.432], [-0.349, -0.133, -0.399], [0.044, -0.349, -0.424], [-0.149, -0.100, -0.291], [0.127, -0.172, 0.195], [-0.241, -0.131, 0.690], [-0.631, -0.216, 0.312], [0.197, -0.476, -0.056], [0.058, -0.026, 0.480], [-1.212, -0.186, 0.877], [0.750, 0.087, 0.340], [-0.165, -0.734, 1.109], [-0.312, 1.794, -1.683], [-0.042, -0.741, -0.329], [0.259, -0.315, -0.265], [-0.219, 0.228, 0.091], [-0.341, 0.423, -0.190], [0.067, -0.188, 0.016], [0.903, 0.160, 0.055], [-0.028, -0.325, -0.183], [0.036, -0.069, 0.041], [0.206, -0.456, 0.192], [1.344, -2.013, -0.351], [-0.870, 0.402, -0.257], [0.070, 1.418, 0.410], [-1.313, -1.612, 1.848], [-0.298, 1.206, -0.239], [0.635, 0.427, -0.580], [-0.132, -0.075, -0.756], [0.099, 0.013, 0.012], [0.196, 0.353, -0.226], [0.041, 0.178, 0.105], [0.375, -0.577, -0.566], [0.189, -0.120, 0.288], [-0.277, 0.371, 0.342], [-0.517, -0.078, -0.619], [0.837, -1.935, 1.305], [0.693, 1.807, 0.008], [-0.707, -0.609, -0.992], [-0.099, 0.349, 1.098], [0.081, -0.076, -0.182], [-0.124, 0.091, -0.008], [-0.211, -0.142, 0.067], [0.120, 0.290, -0.105], [0.146, -0.098, 0.193], [-0.414, -0.106, -0.179], [0.161, 0.277, -0.245], [0.054, 0.292, -0.352], [-0.171, -0.792, 0.622], [0.853, -0.521, -0.362], [0.970, 1.863, 0.114], [-1.112, 1.462, 0.334], [1.368, -1.966, -1.258], [-0.265, 0.620, -0.258], [0.160, -0.356, -0.027], [-0.344, -0.143, 0.063], [0.092, -0.173, 0.221], [0.178, 0.021, 0.037], [0.040, -0.470, 0.057], [-0.943, 0.309, 0.242], [-0.855, 0.282, 0.197], [-0.054, -0.730, 0.741], [0.076, -0.040, -1.176], [-0.767, 0.474, 0.393], [0.695, 0.792, 0.106], [0.394, -0.498, -1.113], [-0.147, -0.012, 0.089], [0.307, 0.091, -0.164], [0.221, 0.040, 0.783], [-0.270, 0.473, 0.431], [0.238, -1.029, -0.378], [-0.100, 0.233, -0.507], [-0.295, -0.428, 0.325], [-0.209, 0.769, 0.343], [-0.523, 1.493, -0.479], [1.770, -1.265, 0.937], [-1.144, -0.427, -0.403], [-0.018, 0.252, -0.234], [0.143, -1.580, 0.853], [-0.431, 0.484, -0.496], [0.082, 0.211, 0.215], [-0.240, 0.175, -0.216], [-0.106, 0.616, 0.659], [0.015, -0.290, -0.426], [0.180, 0.023, -0.069], [0.254, 0.099, -0.051], [0.012, 0.272, -0.179], [-1.777, 1.472, -1.021], [-1.233, -0.122, 1.041], [-0.293, 1.803, -0.141], [2.625, -3.258, -0.076], [0.186, -0.057, 0.523], [-0.135, -0.205, -0.243], [-0.131, 0.155, 0.225], [-0.454, -0.048, -0.437], [0.221, 0.355, -0.755], [0.742, -0.526, 0.582], [0.093, -0.017, 0.304], [0.045, 0.207, -0.181], [0.065, 0.266, 0.152], [0.323, 0.481, -1.956], [0.474, 1.422, 2.432], [-0.390, -0.011, -0.124], [-0.633, -0.768, -1.234], [0.606, -0.476, 0.048], [-0.316, -0.340, 0.402], [-0.063, 0.470, 0.817], [-0.428, -0.420, 0.279], [-0.648, 0.059, -0.537], [0.049, -0.225, -0.107], [0.455, -0.299, -0.359], [0.620, -0.649, -0.025], [-0.043, 0.725, 0.397]], "mulliken_charge": [0.147, -0.150, -0.587, -0.460, -0.531, 0.057, 0.146, -0.214, 0.323, 0.341, 0.313, 0.346, 0.265, 0.720, 0.412, 0.111, -0.435, -0.075, -0.383, -0.049, -0.693, 0.437, 0.470, -0.667, 0.513, -0.645, -0.473, 0.082, -0.708, -0.510, -0.130, 0.467, 0.169, -0.200, 0.360, 0.300, 0.328, 0.053, 0.341, -0.172, -0.864, -0.369, -0.472, 0.581, 0.435, 0.051, 0.441, 0.274, 0.291, 0.255, -0.345, -0.130, -0.470, -0.628, 0.852, -0.512, -0.460, 0.052, 0.399, 0.336, 0.353, 0.197, -0.707, 0.380, 0.293, -0.668, 0.655, 0.353, -0.532, -0.328, 0.306, 0.278, -0.478, 0.283, 0.101, -0.393, 0.147, 0.398, 0.329, 1.396, -0.469, -0.484, -0.580, -0.136, -0.149, -0.466, -0.590, 0.174, 0.321, 0.319, 0.327, 0.423, -0.221, -0.453, -0.433, -0.471, -0.277, 0.028, 0.407, -0.101, 0.326, 0.268, 0.240, 0.288, -0.507, -0.747, -0.069, -0.230, -0.301, 0.361, 0.269, 0.310, 0.361, -0.030, 0.290, -0.051, 0.355], "de_lowest_kcal_mol": 77.32, "e_tot_ev": -56920.2132, "e_lumo_ev": 0.4}